No. 1
Here is 16 unconnected molecules or ions with the total composition C84H95F18N17O27S6 in a non-equilibrium geometry from OMol25. Energies are from wB97M-V/def2-TZVPD.

Calculated values
Highest occupied orbital energy = -14.66 eV
Net charge = +4
Lowest unoccupied orbital energy = -0.275 Ha
Maximum force = 3.758 eV/A
Calculated total energy = -283147.540 eV
Gap between HOMO and LUMO = 7.174 eV

Geometry (Å):
C 4.421 5.919 2.067
N 5.403 5.006 1.563
C 5.420 4.720 0.252
C 6.165 3.716 -0.253
C 6.928 2.916 0.620
C 6.985 3.311 1.973
C 6.187 4.369 2.392
C 7.622 1.684 0.220
C 7.503 0.441 0.922
C 8.131 -0.659 0.367
N 8.799 -0.552 -0.775
C 8.966 0.600 -1.408
C 8.403 1.733 -0.912
C 9.268 -1.765 -1.428
H 3.493 5.387 2.152
H 4.408 6.804 1.465
H 4.644 6.100 3.092
H 4.826 5.357 -0.385
H 6.144 3.629 -1.331
H 7.562 2.679 2.644
H 6.213 4.644 3.444
H 7.009 0.289 1.817
H 8.089 -1.605 0.835
H 9.498 0.564 -2.382
H 8.507 2.618 -1.427
H 10.257 -1.985 -1.036
H 9.264 -1.613 -2.492
H 8.557 -2.603 -1.195
C -4.092 -3.195 15.255
N -4.218 -3.577 13.888
C -4.827 -4.741 13.579
C -5.059 -5.131 12.298
C -4.624 -4.344 11.235
C -4.004 -3.139 11.553
C -3.806 -2.822 12.894
C -4.602 -4.747 9.796
C -4.482 -3.792 8.851
C -3.971 -4.179 7.594
N -3.960 -5.446 7.255
C -4.249 -6.422 8.141
C -4.560 -6.096 9.434
C -3.345 -5.846 5.944
H -3.861 -3.991 15.914
H -5.039 -2.745 15.515
H -3.304 -2.449 15.404
H -5.089 -5.391 14.408
H -5.569 -6.071 12.101
H -3.559 -2.497 10.833
H -3.296 -1.968 13.222
H -4.483 -2.759 9.217
H -3.657 -3.493 6.784
H -4.150 -7.438 7.756
H -4.751 -6.846 10.186
H -2.283 -5.936 6.080
H -3.554 -5.008 5.215
H -3.849 -6.763 5.604
C -6.180 -3.837 -5.707
N -6.058 -2.398 -6.065
C -7.038 -1.813 -6.822
C -6.956 -0.475 -7.190
C -5.848 0.296 -6.826
C -4.839 -0.282 -6.081
C -4.990 -1.613 -5.689
C -5.667 1.718 -7.361
C -4.568 1.950 -8.137
C -4.375 3.224 -8.609
N -5.264 4.175 -8.326
C -6.331 3.966 -7.504
C -6.587 2.692 -7.027
C -4.991 5.603 -8.710
H -5.678 -4.081 -4.764
H -5.731 -4.379 -6.527
H -7.222 -4.045 -5.549
H -7.912 -2.400 -7.133
H -7.737 -0.036 -7.805
H -3.969 0.296 -5.736
H -4.286 -2.105 -4.969
H -3.891 1.165 -8.320
H -3.535 3.502 -9.267
H -6.921 4.856 -7.245
H -7.432 2.543 -6.364
H -4.099 5.912 -8.199
H -5.874 6.178 -8.457
H -4.886 5.627 -9.788
C 0.362 -3.136 5.193
N 0.729 -2.446 3.976
C 1.511 -1.374 3.890
C 1.802 -0.699 2.734
C 1.168 -1.128 1.571
C 0.245 -2.201 1.627
C -0.007 -2.811 2.816
C 1.559 -0.470 0.317
C 0.658 -0.546 -0.744
C 0.980 0.108 -1.939
N 2.183 0.661 -2.062
C 3.140 0.485 -1.076
C 2.833 -0.031 0.109
C 2.425 1.684 -3.110
H 0.411 -4.231 5.032
H -0.649 -2.854 5.438
H 1.015 -2.885 5.987
H 1.972 -1.079 4.832
H 2.620 0.031 2.703
H -0.347 -2.448 0.774
H -0.662 -3.600 3.117
H -0.371 -0.908 -0.583
H 0.357 0.219 -2.809
H 4.150 0.780 -1.211
H 3.623 -0.232 0.817
H 3.219 1.453 -3.819
H 2.562 2.704 -2.696
H 1.484 1.830 -3.649
C -6.873 -0.674 0.160
N -5.665 0.035 0.632
C -4.485 -0.577 0.753
C -3.418 0.098 1.241
C -3.543 1.483 1.447
C -4.790 2.120 1.338
C -5.803 1.363 0.881
C -2.296 2.214 1.826
C -1.855 3.191 0.899
C -0.773 3.937 1.296
N -0.172 3.714 2.533
C -0.470 2.607 3.264
C -1.527 1.836 2.939
C 0.790 4.683 2.995
H -7.221 -1.331 0.935
H -6.704 -1.312 -0.656
H -7.603 0.033 -0.133
H -4.449 -1.653 0.455
H -2.443 -0.365 1.531
H -4.891 3.157 1.506
H -6.807 1.746 0.736
H -2.398 3.368 -0.015
H -0.276 4.741 0.746
H 0.093 2.320 4.140
H -1.745 0.932 3.435
H 0.377 5.201 3.869
H 0.964 5.551 2.367
H 1.702 4.184 3.305
C 1.148 -6.870 0.493
N 1.571 -5.916 -0.563
C 1.742 -6.318 -1.829
C 2.018 -5.402 -2.878
C 2.164 -4.080 -2.582
C 2.192 -3.694 -1.234
C 1.819 -4.607 -0.231
C 2.553 -3.039 -3.583
C 3.770 -2.407 -3.470
C 4.101 -1.496 -4.373
N 3.244 -1.234 -5.413
C 2.027 -1.795 -5.478
C 1.623 -2.712 -4.573
C 3.719 -0.354 -6.495
H 0.210 -6.473 0.829
H 1.833 -6.855 1.317
H 0.999 -7.841 0.132
H 1.757 -7.341 -2.045
H 2.143 -5.855 -3.879
H 2.476 -2.719 -0.861
H 1.765 -4.400 0.828
H 4.371 -2.699 -2.622
H 5.045 -0.982 -4.349
H 1.424 -1.570 -6.357
H 0.699 -3.189 -4.612
H 4.336 0.319 -5.954
H 2.858 0.219 -6.838
H 4.254 -0.910 -7.283
C -0.090 8.715 -5.815
C 0.259 7.479 -4.987
N 1.254 6.603 -5.720
C 2.317 5.830 -5.241
C 2.883 5.263 -6.364
N 2.261 5.773 -7.471
C 1.296 6.578 -7.042
C 2.605 5.487 -8.846
H -0.932 8.485 -6.483
H 0.778 9.016 -6.410
H -0.422 9.534 -5.177
H -0.652 6.936 -4.766
H 0.813 7.749 -4.110
H 2.594 5.783 -4.210
H 3.656 4.529 -6.488
H 0.549 7.003 -7.746
H 2.867 4.413 -8.965
H 3.462 6.158 -9.097
H 1.686 5.646 -9.415
C -2.033 -4.608 -1.379
F -1.299 -4.711 -0.238
F -1.443 -5.542 -2.204
F -3.288 -4.838 -1.187
S -1.882 -2.934 -2.030
O -2.999 -2.812 -2.949
O -1.904 -2.071 -0.796
O -0.568 -2.914 -2.726
C -0.562 2.936 -6.108
F -0.446 3.812 -5.088
F 0.663 2.371 -6.235
F -1.427 2.036 -5.659
S -1.114 3.637 -7.715
O 0.109 4.054 -8.365
O -1.716 2.466 -8.354
O -2.049 4.680 -7.442
C 0.417 -3.532 9.519
F 1.008 -2.607 8.751
F 0.976 -4.660 9.214
F 0.615 -3.233 10.798
S -1.351 -3.584 9.255
O -1.734 -2.220 9.588
O -1.459 -4.025 7.883
O -1.791 -4.548 10.250
C 3.809 1.095 5.784
F 4.694 0.173 5.425
F 2.641 0.380 5.910
F 4.110 1.532 6.992
S 3.644 2.486 4.541
O 2.299 3.011 4.746
O 4.671 3.444 4.800
O 3.768 1.749 3.286
C 5.481 -4.436 1.136
F 4.451 -5.082 0.472
F 5.503 -4.843 2.445
F 6.683 -4.829 0.610
S 5.126 -2.674 0.950
O 3.838 -2.631 1.681
O 6.245 -2.055 1.586
O 4.944 -2.427 -0.445
C -4.336 2.273 -3.213
F -3.682 1.518 -4.100
F -3.666 2.333 -2.075
F -4.400 3.503 -3.741
S -5.979 1.574 -2.987
O -6.583 1.416 -4.319
O -5.629 0.323 -2.368
O -6.676 2.538 -2.169
N 5.691 1.924 -3.667
O 4.964 2.100 -4.677
O 5.607 0.890 -3.005
O 6.334 2.871 -3.209
N 1.869 3.904 -0.606
O 2.326 4.512 -1.607
O 2.382 4.056 0.551
O 0.920 3.032 -0.745
N -2.779 -2.038 3.851
O -1.700 -1.412 3.693
O -2.756 -3.262 3.657
O -3.834 -1.451 4.046


No. 2
Here is a molecular structure, C45H57AuGeN3O3PS in a non-equilibrium geometry from OMol25. Energies are from wB97M-V/def2-TZVPD.

Calculated values
Spin multiplicity = 4
Highest occupied orbital energy (alpha / beta) = -9.35 / -10.13 eV
Net charge = +1
Lowest unoccupied orbital energy (alpha / beta) = -0.085 / -0.206 Ha
Expectation value of S² = 3.800
Maximum force = 1.294 eV/A
Calculated total energy = -138527.489 eV
Gap between HOMO and LUMO (alpha / beta) = 7.033 / 4.525 eV
Energy relative to the best compared isomer or geometry (same formula, charge and spin) = 28.0 kcal/mol

Geometry (Å):
Au -0.547 -0.111 0.285
O -2.203 1.509 -0.491
N -3.204 1.829 0.244
C -3.942 2.918 -0.117
C -5.041 3.299 0.606
C -5.427 2.564 1.732
C -4.671 1.483 2.106
C -3.521 1.116 1.383
S -2.498 -0.109 1.997
H -3.586 3.412 -1.010
H -5.599 4.168 0.281
H -6.305 2.844 2.302
H -4.929 0.883 2.973
C 2.118 2.820 -1.580
C 3.445 2.375 -0.950
C 3.272 1.584 0.353
C 2.293 2.284 1.355
C 1.858 3.655 0.806
C 1.173 3.505 -0.554
P 0.904 1.161 1.822
C -0.039 2.033 3.136
C 0.860 2.478 4.321
C 1.251 3.962 4.330
C 0.054 4.917 4.080
C -1.236 4.165 3.743
C -0.973 3.156 2.626
C 1.771 -0.204 2.718
C 2.373 -1.283 1.744
C 2.170 -2.712 2.258
C 2.560 -2.813 3.732
C 1.679 -1.879 4.600
C 0.872 -0.870 3.774
H 1.615 1.966 -2.021
H 2.335 3.501 -2.402
H 4.063 3.252 -0.756
H 4.003 1.762 -1.658
H 4.245 1.449 0.827
H 2.918 0.585 0.113
H 2.775 2.410 2.322
H 2.757 4.267 0.703
H 1.223 4.183 1.514
H 0.267 2.899 -0.429
H 0.836 4.476 -0.920
H -0.686 1.245 3.504
H 1.768 1.874 4.371
H 0.313 2.256 5.241
H 2.041 4.144 3.597
H 1.699 4.173 5.301
H 0.285 5.584 3.246
H -0.108 5.557 4.948
H -2.011 4.869 3.434
H -1.618 3.642 4.630
H -0.563 3.686 1.763
H -1.905 2.719 2.295
H 2.594 0.288 3.237
H 3.444 -1.104 1.637
H 1.947 -1.216 0.742
H 2.763 -3.392 1.645
H 1.121 -3.009 2.143
H 3.613 -2.538 3.837
H 2.471 -3.844 4.074
H 2.310 -1.319 5.296
H 0.985 -2.459 5.212
H 0.451 -0.135 4.459
H 0.026 -1.360 3.275
C 0.795 -5.241 -1.157
N -0.262 -4.483 -0.462
C -1.338 -5.090 0.127
C -2.287 -4.391 0.769
C -2.162 -2.953 0.818
O -3.049 -2.254 1.388
N -1.080 -2.376 0.235
C -0.130 -3.113 -0.398
O 0.874 -2.577 -0.894
H 0.600 -6.302 -1.020
H 1.766 -4.991 -0.741
H 0.806 -5.003 -2.219
H -1.372 -6.169 0.045
H -3.138 -4.864 1.236
C 2.067 -0.456 -2.525
Ge 0.127 -0.534 -2.336
C -0.636 1.000 -3.361
C 0.218 1.704 -4.221
C -0.260 2.762 -4.995
C -1.594 3.135 -4.916
C -2.456 2.436 -4.077
C -1.981 1.385 -3.298
C -0.758 -2.050 -3.181
C -2.094 -2.133 -2.877
C -2.860 -3.303 -3.132
C -2.255 -4.409 -3.642
C -0.876 -4.379 -3.992
C -0.241 -5.530 -4.532
C 1.060 -5.486 -4.940
C 1.779 -4.266 -4.865
C 1.198 -3.154 -4.325
C -0.130 -3.181 -3.818
H 2.365 0.005 -3.470
H 2.444 -1.473 -2.458
H 2.497 0.126 -1.709
H 1.264 1.420 -4.318
H 0.414 3.289 -5.661
H -1.965 3.959 -5.516
H -3.506 2.708 -4.036
H -2.670 0.858 -2.653
H -2.592 -1.289 -2.401
H -3.920 -3.318 -2.896
H -2.821 -5.323 -3.809
H -0.820 -6.447 -4.628
H 1.536 -6.373 -5.348
H 2.790 -4.211 -5.256
H 1.744 -2.217 -4.322


No. 3
Here is a molecular structure, C7H18MgO6S3 in a non-equilibrium geometry from OMol25. Energies are from wB97M-V/def2-TZVPD.

Calculated values
Highest occupied orbital energy = -6.55 eV
Lowest unoccupied orbital energy = 0.006 Ha
Maximum force = 9.565 eV/A
Calculated total energy = -57785.583 eV
Gap between HOMO and LUMO = 6.703 eV
Energy relative to the best compared isomer or geometry (same formula, charge and spin) = 5.0 kcal/mol

Geometry (Å):
Mg 0.639 -0.668 -0.412
C 1.828 -2.085 -1.396
O 2.568 -1.043 -0.979
O 0.904 -1.597 -2.205
O 1.222 -2.628 -0.343
C 0.159 3.567 -1.642
S 1.329 2.212 -1.421
O 0.640 1.274 -0.478
C 1.113 1.493 -3.052
H 0.047 4.093 -0.692
H -0.818 3.147 -1.879
H 0.510 4.271 -2.392
H 1.672 0.554 -3.027
H 1.413 2.207 -3.818
H 0.058 1.278 -3.232
C 2.823 -1.533 2.282
S 1.157 -1.135 2.765
O 0.598 -0.491 1.526
C 0.508 -2.804 2.750
H 2.812 -2.157 1.386
H 3.321 -2.053 3.108
H 3.415 -0.637 2.111
H 1.143 -3.404 3.403
H 0.531 -3.165 1.718
H -0.512 -2.818 3.131
C -3.869 -0.224 -0.397
S -2.389 -0.452 0.559
O -1.302 -0.679 -0.431
C -2.234 1.244 1.139
H -3.692 0.343 -1.314
H -4.647 0.336 0.127
H -4.311 -1.177 -0.681
H -1.361 1.366 1.773
H -3.106 1.482 1.751
H -2.168 1.884 0.261